DFT (ωB97M-V/def2-TZVPD) results for a structure of composition C34H59ClN2O2SiZn in a non-equilibrium geometry.

Geometry as XYZ:
```
100
C34H59ClN2O2SiZn (ωB97M-V/def2-TZVPD)
O 1.174 -2.707 -1.014
O -2.344 -2.383 -6.370
C 2.329 -2.589 -1.882
C 3.354 -3.666 -1.560
H 2.757 -1.591 -1.669
H 2.102 -2.648 -2.970
H 3.740 -3.577 -0.540
H 4.168 -3.596 -2.301
H 2.915 -4.676 -1.638
C -0.005 -3.187 -1.729
C 0.095 -3.889 -3.104
H -0.701 -2.327 -1.847
H -0.472 -3.892 -1.019
H -0.009 -3.210 -3.980
H -0.760 -4.587 -3.153
H 1.026 -4.468 -3.220
C -3.183 -1.902 -5.328
C -1.517 -1.330 -6.872
C -3.849 -3.059 -4.600
H -3.981 -1.217 -5.698
H -2.528 -1.348 -4.631
H -4.275 -3.801 -5.286
H -4.666 -2.671 -3.981
H -3.133 -3.559 -3.933
C -0.693 -1.817 -8.052
H -0.863 -1.037 -6.025
H -2.104 -0.434 -7.188
H -0.048 -2.648 -7.754
H -0.050 -1.015 -8.423
H -1.333 -2.135 -8.881
H -0.125 1.107 -2.534
N 1.651 0.865 1.059
C 1.597 2.175 1.332
C 0.429 2.928 1.194
C -0.865 2.436 0.987
C 2.852 2.876 1.822
H 3.716 2.725 1.159
H 3.143 2.543 2.832
H 2.699 3.959 1.895
C -1.990 3.452 0.951
H -2.437 3.574 1.955
H -2.791 3.143 0.258
H -1.604 4.431 0.631
N -1.180 1.139 0.904
C 2.861 0.140 1.282
C 3.881 0.056 0.300
C 3.846 0.878 -0.952
C 4.886 -0.891 0.488
H 5.625 -1.051 -0.301
C 4.943 -1.665 1.648
H 5.707 -2.430 1.762
C 4.018 -1.457 2.677
H 4.059 -2.041 3.591
C 3.002 -0.518 2.518
C 1.998 -0.232 3.596
C -2.522 0.759 1.211
C -3.416 0.369 0.186
C -3.012 0.470 -1.256
C -4.677 -0.095 0.541
H -5.352 -0.438 -0.254
C -5.084 -0.119 1.876
H -6.078 -0.482 2.137
C -4.222 0.339 2.880
H -4.539 0.362 3.924
C -2.940 0.774 2.562
C -2.047 1.311 3.638
Zn 0.123 -0.584 1.078
H 3.766 0.231 -1.838
H 4.759 1.481 -1.085
H 2.985 1.549 -0.948
H 2.019 0.827 3.905
H 2.188 -0.852 4.478
H 0.963 -0.463 3.262
H -3.775 -0.014 -1.883
H -2.056 -0.034 -1.454
H -2.921 1.512 -1.605
H -0.980 1.181 3.410
H -2.245 0.791 4.585
H -2.216 2.387 3.810
H 0.533 4.003 1.312
C 0.161 0.795 -3.548
Si 0.351 2.592 -4.059
H 1.000 0.071 -3.507
H -0.649 0.165 -3.903
C 1.747 2.619 -5.311
C 0.858 3.358 -2.375
C -1.539 2.848 -4.187
H -2.105 1.901 -4.252
H -1.859 3.459 -5.037
H -1.888 3.330 -3.259
H 2.658 2.244 -4.815
H 1.996 3.609 -5.708
H 1.553 1.955 -6.162
H 1.595 2.742 -1.829
H -0.004 3.442 -1.687
H 1.280 4.368 -2.481
Cl -1.295 -2.640 3.042
C -0.579 -2.352 1.482
H -1.374 -2.515 0.741
H 0.190 -3.121 1.361
```

Energy above the lowest of the compared OMol25 structures with the same formula, charge and spin, eV: 0.449
E_tot, Ha: -4119.907069
Total charge: 0
HOMO, eV: -7.7
Kohn-Sham gap, eV: 8.251
2S+1: 1

Here are the Mulliken charges for atoms 1 to 6, given in e: atom 1 (O): 0.0251, atom 2 (O): -0.4050, atom 3 (C): 0.7379, atom 4 (C): -1.4624, atom 5 (H): -0.7346, atom 6 (H): 0.3973